# 1
Formula: C36H99N9O9
Source: the Open Molecules 2025 dataset
Level of theory: the ωB97M-V functional and the def2-TZVPD basis

Positions of all 153 atoms, in Å:
C -17.29 -0.67 29.81
C -16.12 -0.64 30.81
C -16.49 -1.32 32.07
O -17.45 -0.51 32.74
C -17.48 -0.51 34.18
N -15.09 -1.41 30.12
H -17.71 -1.64 29.57
H -16.96 -0.09 28.95
H -18.10 -0.10 30.27
H -15.83 0.40 30.89
H -15.60 -1.40 32.70
H -17.00 -2.29 32.03
H -18.37 0.06 34.45
H -16.54 -0.17 34.63
H -17.44 -1.47 34.69
H -15.47 -2.30 29.82
H -14.75 -0.98 29.27
C -19.99 -0.06 27.68
C -19.58 -1.37 27.06
C -20.06 -2.67 27.76
O -19.71 -3.90 27.04
C -20.84 -4.72 26.75
N -20.09 -1.52 25.74
H -21.06 0.11 27.57
H -19.52 0.74 27.10
H -19.71 0.08 28.72
H -18.49 -1.39 27.05
H -21.09 -2.37 27.91
H -19.68 -2.84 28.77
H -20.99 -4.80 25.67
H -21.74 -4.14 26.98
H -20.95 -5.72 27.19
H -19.67 -2.41 25.51
H -21.09 -1.61 25.83
C -18.58 2.81 32.28
C -20.02 2.74 31.78
C -20.66 1.35 32.11
O -22.00 1.26 31.68
C -22.31 1.04 30.30
N -20.58 3.86 32.49
H -18.03 3.75 32.30
H -18.02 2.09 31.69
H -18.60 2.48 33.32
H -20.06 2.96 30.72
H -20.79 1.22 33.19
H -20.10 0.55 31.63
H -21.99 0.07 29.92
H -21.79 1.79 29.71
H -23.39 0.99 30.14
H -21.58 3.94 32.43
H -20.12 4.75 32.35
C -21.84 -9.47 32.43
C -22.79 -9.90 31.39
C -22.68 -8.97 30.17
O -23.41 -7.69 30.44
C -23.25 -6.92 29.25
N -22.56 -11.26 31.08
H -20.83 -9.24 32.08
H -21.86 -10.05 33.35
H -22.07 -8.43 32.70
H -23.81 -9.81 31.76
H -23.12 -9.50 29.33
H -21.62 -8.86 29.95
H -22.25 -7.02 28.82
H -23.22 -5.88 29.55
H -24.07 -7.03 28.54
H -22.34 -11.58 32.02
H -23.40 -11.74 30.80
C -12.25 0.46 26.31
C -13.48 1.22 26.83
C -14.60 1.28 25.71
O -15.47 2.38 25.99
C -16.47 2.13 27.01
N -13.92 0.45 27.95
H -11.97 0.74 25.30
H -12.42 -0.62 26.31
H -11.40 0.76 26.93
H -13.19 2.22 27.16
H -15.08 0.33 25.51
H -14.10 1.51 24.77
H -15.97 2.05 27.98
H -17.02 1.20 26.84
H -16.99 3.08 26.96
H -13.04 0.20 28.37
H -14.34 1.04 28.65
C -24.16 -1.50 28.27
C -24.22 -2.46 27.07
C -25.59 -2.70 26.56
O -25.66 -3.66 25.47
C -27.08 -3.76 25.03
N -23.31 -2.06 26.07
H -24.02 -0.51 27.84
H -23.39 -1.60 29.04
H -25.09 -1.32 28.80
H -23.89 -3.46 27.38
H -25.94 -1.72 26.23
H -26.25 -2.94 27.39
H -27.63 -4.40 25.71
H -27.08 -4.24 24.05
H -27.47 -2.75 24.85
H -23.62 -2.51 25.22
H -23.35 -1.09 25.76
C -17.39 -1.47 23.18
C -16.03 -0.65 22.71
C -15.31 -1.22 21.56
O -14.00 -0.76 21.55
C -13.32 -1.14 20.36
N -16.19 0.73 22.77
H -17.77 -1.18 24.16
H -17.23 -2.54 23.27
H -18.26 -1.24 22.57
H -15.43 -0.89 23.58
H -15.77 -0.77 20.68
H -15.25 -2.31 21.48
H -12.25 -1.01 20.47
H -13.66 -0.51 19.54
H -13.49 -2.18 20.09
H -16.59 0.96 23.67
H -15.24 1.06 22.81
C -16.87 -5.93 30.87
C -17.45 -7.10 30.07
C -17.78 -8.33 30.76
O -16.55 -9.02 30.91
C -16.69 -10.29 31.52
N -18.62 -6.61 29.33
H -17.50 -5.39 31.59
H -16.51 -5.07 30.30
H -15.92 -6.29 31.27
H -16.61 -7.18 29.37
H -18.49 -9.02 30.31
H -18.23 -8.10 31.73
H -15.76 -10.70 31.92
H -17.26 -11.02 30.95
H -16.93 -10.09 32.57
H -18.90 -7.37 28.73
H -18.44 -5.90 28.64
C -22.57 2.41 26.41
C -23.80 3.21 26.71
C -23.73 4.70 26.67
O -23.60 5.17 25.34
C -23.50 6.63 25.25
N -24.76 2.76 25.77
H -22.34 2.46 25.35
H -22.68 1.35 26.65
H -21.83 2.87 27.07
H -24.16 2.83 27.67
H -23.11 5.14 27.45
H -24.68 5.16 26.92
H -23.78 6.90 24.23
H -22.48 6.89 25.53
H -24.17 7.17 25.91
H -24.52 3.16 24.88
H -25.70 3.02 26.02

Output
frontier orbital gap	9.266	eV
structure (SMILES)	COC[C@H](C)N.COC[C@H](C)N.COC[C@H](C)N.COC[C@H](C)N.COC[C@H](C)N.COC[C@H](C)N.COC[C@H](C)N.COC[C@H](C)N.COC[C@H](C)N
highest occupied orbital energy	-8.7	eV
maximum force	6.3	eV Å⁻¹
energy above the lowest of the compared OMol25 structures with the same formula, charge and spin	669.1	kJ/mol

# 2
Formula: C37H25Cl2F15Ge2N3O3SV
Source: the Open Molecules 2025 dataset
Level of theory: the ωB97M-V functional and the def2-TZVPD basis

Positions of all 89 atoms, in Å:
V -0.07 -0.71 -0.46
C -0.84 0.10 4.65
Ge -1.22 0.41 2.72
C -3.18 0.47 2.58
C -0.45 2.21 2.43
C -0.39 -0.96 1.62
H -1.34 0.87 5.26
H 0.23 0.17 4.84
H -1.19 -0.88 4.98
H -3.60 1.30 3.15
H -3.60 -0.46 2.97
H -3.50 0.57 1.54
H -0.64 2.86 3.29
H -0.87 2.70 1.55
H 0.63 2.13 2.30
H -1.08 -1.82 1.66
H 0.52 -1.26 2.18
N -1.24 -4.08 -2.45
C -0.57 -2.95 -2.06
N 0.20 -2.32 -2.98
O -0.64 -2.58 -0.88
H -1.47 -4.19 -3.42
H -1.94 -4.37 -1.79
H 0.37 -2.77 -3.86
H 0.96 -1.77 -2.59
Cl 0.44 -4.61 2.46
C 1.82 -5.32 1.69
C 1.86 -6.70 1.55
C 2.97 -7.30 0.99
C 4.02 -6.51 0.54
C 3.95 -5.13 0.66
Cl 5.21 -4.20 -0.09
C 2.87 -4.48 1.28
N 2.80 -3.11 1.46
C 3.81 -2.36 2.09
C 4.58 -2.96 3.09
C 5.59 -2.29 3.74
C 5.85 -0.97 3.41
C 5.07 -0.35 2.44
C 4.04 -1.01 1.77
C 3.23 -0.21 0.78
C 3.02 -0.86 -0.60
O 3.98 -1.07 -1.32
O 1.78 -1.08 -0.93
H 1.03 -7.29 1.90
H 3.02 -8.37 0.89
H 4.89 -6.95 0.07
H 1.90 -2.66 1.32
H 4.35 -3.98 3.37
H 6.16 -2.79 4.51
H 6.65 -0.42 3.90
H 5.28 0.68 2.18
H 3.77 0.72 0.60
H 2.25 0.03 1.20
F 0.60 1.42 -0.43
C 0.46 2.69 -0.84
C -0.75 3.13 -1.33
C -0.81 4.47 -1.69
F -1.96 4.96 -2.20
C 0.26 5.33 -1.56
F 0.16 6.61 -1.90
C 1.45 4.84 -1.06
F 2.50 5.66 -0.93
C 1.56 3.52 -0.69
F 2.70 3.05 -0.19
Ge -2.32 1.95 -1.65
S -2.29 -0.09 -1.05
C -2.41 2.22 -3.63
C -1.37 1.70 -4.38
F -0.42 0.97 -3.77
C -1.23 1.92 -5.74
F -0.22 1.39 -6.43
C -2.17 2.70 -6.38
F -2.06 2.93 -7.69
C -3.21 3.26 -5.67
F -4.11 4.02 -6.31
C -3.32 3.01 -4.31
F -4.34 3.58 -3.66
C -3.92 2.77 -0.82
C -5.14 2.18 -1.10
F -5.24 1.34 -2.14
C -6.27 2.40 -0.34
F -7.44 1.82 -0.63
C -6.19 3.25 0.75
F -7.26 3.47 1.51
C -4.99 3.87 1.06
F -4.92 4.69 2.10
C -3.88 3.62 0.27
F -2.74 4.23 0.61

Output
frontier orbital gap (spin up / spin down)	5.499 / 7.172	eV
total charge	-1
2S+1	4
highest occupied orbital energy (spin up / spin down)	-3.5 / -5.2	eV
maximum force	1.3	eV Å⁻¹
energy above the lowest of the compared OMol25 structures with the same formula, charge and spin	37.4	kJ/mol

# 3
Formula: C37H26AsBr2CrN5O3S2
Source: the Open Molecules 2025 dataset
Level of theory: the ωB97M-V functional and the def2-TZVPD basis

Positions of all 77 atoms, in Å:
Cr 0.64 0.69 0.62
S 2.12 2.24 1.61
C 1.66 2.65 3.26
C 2.51 3.49 3.98
C 2.22 3.86 5.29
C 1.08 3.38 5.92
C 0.23 2.54 5.22
C 0.51 2.17 3.91
As -0.68 1.08 2.87
C -2.03 0.51 4.15
C -3.28 1.12 4.08
C -4.27 0.78 5.00
C -4.02 -0.17 5.97
C -2.77 -0.79 6.03
C -1.78 -0.44 5.12
C 0.37 -0.60 2.79
C -0.27 -1.74 2.27
C 0.38 -2.96 2.22
C 1.69 -3.06 2.69
C 2.33 -1.95 3.22
C 1.67 -0.72 3.27
H 3.40 3.87 3.50
H 2.90 4.52 5.82
H 0.85 3.66 6.94
H -0.67 2.16 5.71
H -3.49 1.86 3.32
H -5.24 1.26 4.94
H -4.79 -0.44 6.68
H -2.57 -1.53 6.79
H -0.81 -0.92 5.18
H -1.29 -1.66 1.90
H -0.12 -3.83 1.83
H 2.20 -4.01 2.66
H 3.34 -2.03 3.59
H 2.18 0.14 3.69
Br 0.59 2.90 -5.80
C 0.65 2.44 -4.00
C 0.29 3.34 -3.01
C 0.33 2.93 -1.70
N 0.67 1.69 -1.35
C 1.03 0.81 -2.30
C 1.04 1.15 -3.63
C 1.39 -0.55 -1.76
C 1.57 -1.68 -2.81
C 2.58 -2.67 -2.35
Br 2.76 -4.21 -3.42
C 3.35 -2.48 -1.27
C 3.19 -1.28 -0.47
N 2.33 -0.36 -0.67
H -0.02 4.35 -3.27
H 0.07 3.60 -0.89
H 1.30 0.45 -4.41
H 1.79 -1.40 -3.84
H 4.10 -3.20 -0.98
H 3.85 -1.15 0.39
O -3.72 0.98 -5.32
S -3.38 1.84 -6.43
O -2.71 3.07 -6.09
O -1.65 0.76 -7.39
C -1.27 -0.30 -6.83
N -0.96 -1.41 -7.58
C -0.58 -2.49 -6.95
C -0.51 -2.61 -5.55
C -0.86 -1.45 -4.87
N -1.17 -0.32 -5.47
C -0.92 -1.36 -3.40
C -1.82 -0.55 -2.82
C -1.77 -0.21 -1.41
N -0.84 -0.58 -0.60
C 0.19 -1.38 -1.19
C 0.09 -2.10 -2.55
H -0.33 -3.35 -7.57
H -0.24 -3.53 -5.06
H -2.53 -0.03 -3.45
H -2.53 0.46 -1.02
H 0.59 -2.05 -0.43
H -0.10 -3.18 -2.55

Output
frontier orbital gap (spin up / spin down)	6.435 / 6.441	eV
2S+1	5
highest occupied orbital energy (spin up / spin down)	-7.6 / -7.6	eV
maximum force	0.7	eV Å⁻¹
energy above the lowest of the compared OMol25 structures with the same formula, charge and spin	180.6	kJ/mol

# 4
Formula: C37H26BCl2F4I2N2O4PS2Ti
Source: the Open Molecules 2025 dataset
Level of theory: the ωB97M-V functional and the def2-TZVPD basis

Positions of all 82 atoms, in Å:
Ti -0.98 0.17 -0.81
O -1.36 3.70 0.66
S -1.20 2.48 1.41
O -2.38 1.93 2.02
O -0.43 1.44 0.63
C -0.06 2.91 2.71
C -0.59 3.87 3.58
C 0.20 4.45 4.55
C 1.54 4.08 4.65
C 2.05 3.11 3.81
C 1.26 2.50 2.82
P 2.03 1.18 1.76
C 3.18 2.17 0.74
C 4.03 1.46 -0.11
C 4.93 2.12 -0.94
C 4.96 3.51 -0.95
C 4.08 4.23 -0.15
C 3.19 3.56 0.69
C 3.14 0.43 3.03
C 4.51 0.24 2.89
C 5.23 -0.50 3.82
C 4.59 -1.07 4.91
C 3.22 -0.89 5.06
C 2.51 -0.16 4.13
H -1.63 4.15 3.47
H -0.22 5.19 5.21
H 2.18 4.55 5.39
H 3.08 2.82 3.91
H 3.97 0.38 -0.15
H 5.58 1.56 -1.58
H 5.64 4.04 -1.61
H 4.08 5.31 -0.17
H 2.51 4.13 1.30
H 5.03 0.69 2.05
H 6.30 -0.62 3.69
H 5.15 -1.64 5.63
H 2.71 -1.32 5.91
H 1.44 -0.03 4.26
I -3.34 -3.31 -3.76
C -3.32 -3.13 -1.71
C -3.99 -4.07 -0.90
C -3.96 -4.00 0.46
I -4.97 -5.44 1.57
C -3.21 -2.97 1.11
C -3.05 -2.83 2.51
C -2.27 -1.83 3.00
C -1.64 -0.94 2.10
N -1.78 -1.03 0.81
C -2.56 -2.04 0.30
C -2.63 -2.08 -1.14
O -1.99 -1.16 -1.79
H -4.54 -4.87 -1.38
H -3.55 -3.52 3.18
H -2.11 -1.70 4.06
H -1.01 -0.14 2.48
S 2.51 -1.56 -3.23
C 1.86 -2.90 -2.39
C 0.90 -2.53 -1.51
C 0.65 -1.11 -1.46
C 1.45 -0.49 -2.38
C 1.42 0.96 -2.60
C 2.32 1.65 -3.41
C 2.26 3.03 -3.46
C 1.29 3.69 -2.72
C 0.40 2.94 -1.97
N 0.47 1.61 -1.91
H 2.22 -3.90 -2.60
H 0.37 -3.25 -0.91
H 3.07 1.10 -3.97
H 2.96 3.59 -4.06
H 1.21 4.77 -2.72
H -0.39 3.41 -1.40
Cl 3.02 -4.49 1.30
C 2.49 -3.22 2.43
Cl 1.26 -2.17 1.75
H 3.35 -2.62 2.69
H 2.08 -3.71 3.31
F -2.78 1.40 -1.10
B -2.87 1.79 -2.52
F -4.10 1.41 -3.01
F -1.82 1.08 -3.14
F -2.64 3.15 -2.62

Output
frontier orbital gap (spin up / spin down)	6.824 / 7.303	eV
total charge	-1
2S+1	2
highest occupied orbital energy (spin up / spin down)	-4.9 / -5.4	eV
maximum force	1.7	eV Å⁻¹
energy above the lowest of the compared OMol25 structures with the same formula, charge and spin	34.9	kJ/mol

# 5
Formula: C37H26N6O2V
Source: the Open Molecules 2025 dataset
Level of theory: the ωB97M-V functional and the def2-TZVPD basis

Positions of all 72 atoms, in Å:
V 0.64 -0.27 0.83
C 4.72 -0.33 -0.37
C 3.56 0.12 0.48
O 2.61 -0.72 0.59
C 3.60 1.35 1.13
C 2.59 1.77 2.03
C 2.91 2.84 3.04
N 1.43 1.19 2.04
N 0.61 1.47 3.15
C -0.22 0.49 3.31
O -0.27 -0.58 2.56
C -1.12 0.54 4.49
C -1.31 1.72 5.21
C -2.14 1.74 6.32
C -2.80 0.59 6.73
C -2.62 -0.59 6.01
C -1.79 -0.61 4.89
H 4.32 -0.85 -1.24
H 5.34 -1.02 0.19
H 5.33 0.52 -0.69
H 4.49 1.96 1.04
H 3.86 3.32 2.78
H 2.98 2.41 4.04
H 2.11 3.58 3.08
H -0.79 2.61 4.88
H -2.28 2.66 6.87
H -3.45 0.60 7.60
H -3.13 -1.49 6.32
H -1.65 -1.51 4.31
N 1.91 -5.34 -8.13
C 1.74 -4.76 -7.14
C 1.53 -4.04 -5.92
C 0.76 -4.59 -4.88
C 0.57 -3.90 -3.71
C 1.11 -2.60 -3.49
C 1.90 -2.08 -4.56
C 2.10 -2.77 -5.73
C 0.89 -1.89 -2.26
C 0.84 -2.66 -1.04
C 1.40 -3.93 -0.82
C 1.22 -4.23 0.54
C 0.56 -3.13 1.08
N 0.33 -2.18 0.15
C 0.81 -0.45 -2.28
C 0.70 0.40 -3.39
C 0.79 1.71 -2.92
C 0.93 1.61 -1.54
N 0.93 0.33 -1.14
H 0.32 -5.57 -5.02
H -0.04 -4.33 -2.93
H 2.37 -1.12 -4.42
H 2.72 -2.35 -6.51
H 1.91 -4.53 -1.55
H 1.54 -5.11 1.07
H 0.22 -2.98 2.10
H 0.54 0.09 -4.41
H 0.74 2.62 -3.50
H 1.00 2.41 -0.81
N -7.38 5.27 -1.69
C -6.49 4.61 -1.38
C -5.37 3.79 -0.98
C -4.07 4.28 -1.06
C -3.00 3.49 -0.69
C -3.19 2.18 -0.21
C -4.51 1.71 -0.13
C -5.58 2.49 -0.51
C -2.08 1.38 0.16
C -1.08 0.73 0.42
H -3.90 5.29 -1.43
H -1.99 3.87 -0.75
H -4.68 0.70 0.23
H -6.59 2.11 -0.45

Output
frontier orbital gap (spin up / spin down)	4.626 / 6.236	eV
total charge	-2
2S+1	4
highest occupied orbital energy (spin up / spin down)	-0.3 / -1.9	eV
maximum force	1.1	eV Å⁻¹
energy above the lowest of the compared OMol25 structures with the same formula, charge and spin	0.0	kJ/mol